# 1
ORCA calculation (ωB97M-V/def2-TZVPD) on C4H4O5Sn as an isolated structure in a non-equilibrium geometry.

```
14
C4H4O5Sn ωB97M-V/def2-TZVPD
O -0.23 -0.77 0.34
C -0.39 -2.07 -0.19
O 0.20 -2.09 -1.31
O -1.04 -2.89 0.41
C -1.05 -0.28 1.41
C -0.62 1.10 1.72
H -0.91 -0.97 2.25
H -2.11 -0.31 1.11
H -1.36 1.91 1.70
H 0.33 1.26 2.24
O 0.56 3.92 -0.81
O 1.04 1.67 -0.84
C 0.83 2.82 -0.99
Sn 0.81 -0.23 -1.22
```

## Properties
**Electronic energy**: -20270.6881 eV
**Highest occupied orbital energy (spin up / spin down)**: -13.665 / -13.828 eV
**Total charge**: +1
**2S+1**: 2

Here are the natural (NBO) charges for atoms 1 to 6, given in e: number 1, O, carries -0.700; number 2, C, carries 0.945; number 3, O, carries -0.816; number 4, O, carries -0.518; number 5, C, carries -0.169; number 6, C, carries -0.297

# 2
ORCA calculation (ωB97M-V/def2-TZVPD) on C5H5FeO as an isolated structure in a non-equilibrium geometry.

```
12
C5H5FeO ωB97M-V/def2-TZVPD
C 0.20 1.70 -0.26
C 0.31 0.76 -1.23
H -0.40 1.74 0.65
H 0.80 2.61 -0.33
H 0.98 0.93 -2.08
H -0.20 -0.19 -1.42
C -2.10 -1.50 0.37
C -0.94 -1.99 0.90
H -2.65 -0.88 1.10
C 0.32 -1.89 1.00
O 1.47 -1.43 0.91
Fe 2.20 0.14 0.41
```

## Properties
**Electronic energy**: -41685.6910 eV
**ΔE to the lowest compared entry with this formula, charge and spin**: 2.285 eV
**Highest occupied orbital energy (spin up / spin down)**: -13.285 / -12.306 eV
**Total charge**: +1
**2S+1**: 5

Here are the natural (NBO) charges for atoms 1 to 6, given in e: number 1, C, carries -0.439; number 2, C, carries -0.455; number 3, H, carries 0.229; number 4, H, carries 0.227; number 5, H, carries 0.225; number 6, H, carries 0.231